1.
The following is a DFT calculation (wB97M-V/def2-TZVPD) of a cluster of 18 separate species, H36O18 in total.

orbital gap: 10.1 eV
molar mass: 324.27 g/mol
LUMO energy: -0.40 eV

The geometry in ORCA input format:
```
! wB97M-V def2-TZVPD RIJCOSX def2/J DEFGRID3
* xyz 0 1
O 1.37529 4.86319 -1.45117
O 1.34453 0.78712 -0.86620
O 1.52824 3.85127 -4.23983
O 1.83892 -3.34555 3.68707
O 0.20085 -0.14146 1.54147
O 4.77666 -2.76083 -0.21394
O -0.51390 2.62421 0.09844
O 1.35873 -2.29892 -4.14232
O -3.01017 1.18018 -3.50092
O -1.23891 -2.70347 -3.53388
O 1.42839 -1.92570 -1.37238
O -1.47318 -3.50760 1.16028
O -1.40139 -5.44666 -1.06386
O 1.43615 3.24813 5.48058
O -2.36330 1.22296 4.40067
O -0.69141 3.43375 3.98830
O -1.62754 0.87580 -1.13883
O -2.91714 0.01074 1.68218
H -1.17320 -4.39348 1.57277
H 2.11232 4.98940 -1.99288
H -1.50142 -3.35216 -4.15029
H 1.45452 -0.93762 -1.22924
H 1.70864 2.91184 -4.44043
H 0.12638 3.32253 0.33958
H -2.17780 -4.74198 -0.83634
H -0.98662 3.11281 -0.47796
H 2.00742 -2.78447 2.99069
H -1.07201 -5.72321 -0.16355
H -3.11355 -0.97608 1.69394
H 0.54307 4.85317 -1.90602
H 0.78003 -2.99340 -3.68980
H 0.62170 -2.24977 -1.77663
H -0.75939 -2.93190 1.06067
H 0.56316 1.19046 -0.69172
H 5.04903 -3.58158 0.03019
H 0.76529 -0.62494 2.19446
H -0.57774 2.61506 3.50170
H -0.21869 0.52871 1.98155
H 2.14891 3.86033 -3.52167
H 3.82986 -2.64157 -0.21453
H -2.57510 0.69723 -1.20021
H -1.67850 3.46261 4.30592
H 1.26055 -2.91696 4.28173
H -1.24297 1.05681 -1.98817
H -0.82973 -1.82385 -3.91341
H -2.29652 0.58958 -3.65756
H -2.74783 0.94360 5.21732
H 2.13959 1.37267 -1.15931
H 2.20361 -2.30567 -3.61725
H -2.32539 0.02619 0.87468
H 0.63694 3.23487 5.00465
H -2.87859 1.89882 -4.10654
H 1.90472 3.87853 4.99573
H -1.75154 0.46627 4.17228
*
```

2.
The following is a DFT calculation (wB97M-V/def2-TZVPD) of a cluster of 18 separate species, H36O18 in total.

orbital gap: 10.4 eV
molar mass: 324.27 g/mol
LUMO energy: -0.58 eV

The geometry in ORCA input format:
```
! wB97M-V def2-TZVPD RIJCOSX def2/J DEFGRID3
* xyz 0 1
O 3.74636 -1.72580 -3.47981
O 2.25881 3.69098 -4.55783
O -2.68946 -4.05654 1.54248
O -2.46507 -1.26505 5.84364
O -1.37082 2.18540 -3.32579
O -2.03477 -3.64302 -2.47864
O 1.82665 3.24796 2.50305
O -1.07273 -1.34811 0.03286
O 1.44017 -5.15694 -0.79496
O -0.67022 2.28466 2.54642
O 0.51946 5.55816 3.03970
O -0.82006 0.04600 -2.02061
O -0.31034 -5.13274 -3.70106
O -2.38648 -0.14109 2.37391
O 3.89364 0.29206 3.34514
O 5.49410 -1.59174 -1.61026
O -0.53738 2.72886 -0.44447
O -4.41578 4.18127 1.14827
H -0.57279 2.00706 -1.14822
H 4.85220 -2.06750 -2.01699
H -2.41448 -3.24145 1.98183
H -1.33526 1.37348 -3.89194
H -1.52268 -2.65700 -2.50857
H -1.25965 -4.94466 -3.52034
H -0.24970 -5.71647 -2.96008
H -4.62133 4.12744 2.08731
H -1.69920 0.40247 2.01903
H -2.49775 -0.39665 5.65917
H -1.36003 -2.26163 0.03966
H -2.47422 -3.74713 -3.34318
H 1.76442 4.04245 -3.82975
H 1.80427 2.86949 -5.02035
H -2.34265 2.23484 -3.09346
H 0.62744 -4.64771 -0.62072
H -0.70939 -0.16467 -1.03552
H 0.85501 5.19838 2.20959
H -1.39479 3.39201 -0.80310
H -0.72543 3.12348 2.02473
H 0.94415 4.95656 3.74584
H -2.20859 -0.32979 3.27691
H -1.33987 -0.74613 -2.39487
H 2.62699 3.05449 2.98544
H 5.12226 -1.15446 -0.78089
H 0.01081 2.50905 3.14574
H 3.85891 -0.70744 -3.21682
H -1.68299 -0.85105 0.67631
H 1.22058 -5.96363 -0.56514
H -2.11876 -1.43851 4.99867
H 3.35319 -1.46102 -4.33369
H 4.59187 0.62954 3.00285
H -4.18827 3.25781 1.22084
H 1.67413 2.41594 2.03925
H -3.48608 -3.82162 1.11634
H 3.64910 -0.51068 3.15795
*
```

3.
The following is a DFT calculation (wB97M-V/def2-TZVPD) of a cluster of 18 separate species, H36O18 in total.

orbital gap: 9.8 eV
molar mass: 324.27 g/mol
LUMO energy: -0.47 eV

The geometry in ORCA input format:
```
! wB97M-V def2-TZVPD RIJCOSX def2/J DEFGRID3
* xyz 0 1
O 2.03629 4.43935 3.11310
O 3.52106 2.87537 0.20479
O -0.75653 1.96544 0.65743
O -3.51570 -3.08245 -1.32374
O 0.42119 -4.72986 -0.86872
O 4.55459 -0.15276 4.52324
O -3.74544 0.56526 -0.38189
O -5.28653 -1.57325 1.04735
O 1.15739 3.01754 -1.89498
O -2.66808 5.66301 0.84493
O -4.43658 2.86990 3.28096
O 2.98469 0.65593 -3.00823
O -1.54044 -4.87429 -2.55777
O -1.27905 0.30148 -2.11072
O -0.27461 -2.00304 -4.13328
O 5.25414 -1.63583 1.91546
O 2.72278 -2.51784 0.73271
O -1.10763 -2.18383 1.37182
H 5.05860 -0.67483 3.84808
H -0.57400 -1.27219 1.25710
H 4.41183 2.83779 -0.33565
H -0.48066 2.20740 -0.22273
H 4.35372 -1.46988 2.16185
H 1.61931 2.99338 -1.04474
H 4.32451 0.64036 4.00924
H -4.11861 3.81906 3.13910
H 2.75330 4.78751 3.26345
H -0.56351 0.83091 -1.96925
H -3.97186 -2.15412 -1.67704
H -3.11783 0.10311 -0.87189
H 0.55937 -5.21374 -1.71131
H -2.30917 -4.44853 -2.29415
H -3.09780 5.62290 -0.09655
H -0.54323 -4.60707 -0.69910
H 2.87040 -3.47923 0.57084
H -2.81019 -2.59244 -1.05094
H 1.82412 2.29442 -2.25327
H -4.42900 -1.01912 0.74986
H 1.96117 0.44704 -3.21595
H 2.63892 -2.31016 1.71050
H -0.19564 -2.55055 -3.33082
H -5.31555 -1.12664 1.99532
H -0.39925 -2.75648 1.37304
H -0.05396 -2.56729 -4.88899
H 0.04644 2.14207 1.13251
H 5.13353 -1.66648 0.86775
H -3.20814 1.01371 0.29287
H -1.98603 -5.04454 -3.46193
H 3.47271 -0.12242 -3.25505
H -1.75540 5.33902 0.82212
H -3.72027 2.18175 2.83390
H 1.37508 4.51141 3.79451
H 3.22330 3.77980 0.18800
H -1.01779 -0.07607 -3.04312
*
```

4.
The following is a DFT calculation (wB97M-V/def2-TZVPD) of a cluster of 18 separate species, H36O18 in total.

orbital gap: 10.8 eV
molar mass: 324.27 g/mol
LUMO energy: -0.25 eV

The geometry in ORCA input format:
```
! wB97M-V def2-TZVPD RIJCOSX def2/J DEFGRID3
* xyz 0 1
O 2.26684 0.27751 -0.53785
O 0.20975 0.81080 1.17781
O -4.63153 2.62951 -2.30217
O -2.80054 -2.08071 2.95725
O 2.39891 0.35514 4.57677
O -5.69093 0.22024 -0.88086
O -2.62824 0.29594 -4.30837
O 1.00855 -4.73351 -2.29490
O 1.71940 5.36654 -0.58439
O 0.65883 2.59098 -5.07294
O -2.52207 -2.16415 -1.40791
O 3.05177 -3.16843 3.31222
O 0.65727 -2.69014 4.75214
O 0.27337 4.63050 2.36369
O 3.57840 2.59458 0.59773
O -2.82690 -4.65437 1.24776
O 3.93196 -1.75688 -0.76936
O 0.92795 0.01713 -3.77857
H 1.95722 -0.26355 -1.26474
H 1.20311 0.92158 -3.55660
H -4.37800 2.16148 -3.09292
H 3.04525 0.60682 -1.01410
H 2.38944 0.89785 5.36575
H -1.85678 -0.27246 -4.37300
H -0.39702 5.12662 2.81014
H 1.35734 6.21768 -0.83507
H -3.18520 -4.03589 0.60812
H 3.38023 -2.26121 3.43776
H 0.94207 -4.66060 -1.34160
H 4.49782 2.68802 0.37546
H -4.77155 0.05892 -0.65316
H 3.31290 2.10679 1.37482
H 1.54917 -2.92408 4.46071
H 1.59816 -0.16448 4.55959
H -2.97025 0.06941 -3.43419
H 0.49506 3.23458 -5.75794
H 1.21418 4.61763 2.26677
H 0.10746 -3.46442 4.62269
H 0.91647 1.76268 -5.48315
H -0.01459 0.22458 -3.83870
H -2.17372 -1.97549 3.67073
H -5.72873 1.16680 -1.05798
H -0.53982 1.21145 1.60704
H -2.44091 -3.99821 1.84760
H 0.98979 -3.86194 -2.69646
H 3.59145 -0.98972 -0.26563
H -3.16371 -2.76705 -1.01078
H 2.52368 -2.90120 2.55117
H 0.99769 1.35152 1.16506
H -3.91289 2.82577 -1.70343
H -1.75593 -2.61984 -1.03449
H 3.19826 -2.14101 -1.25101
H -3.53123 -1.85637 3.55743
H 1.97076 5.36664 0.33606
*
```

Q: Which of them is the most stable? A: 4.

1.
The following is a DFT calculation (wB97M-V/def2-TZVPD) of a cluster of 18 separate species, H36O18 in total.

orbital gap: 9.9 eV
molar mass: 324.27 g/mol
LUMO energy: -0.51 eV

The geometry in ORCA input format:
```
! wB97M-V def2-TZVPD RIJCOSX def2/J DEFGRID3
* xyz 0 1
O -0.18477 0.38453 0.53916
O -2.57503 3.17060 -2.50617
O 2.31068 -0.38823 0.49568
O -6.00554 1.31850 0.67728
O 4.28882 0.58392 2.67646
O -0.34669 -3.64448 -0.02403
O 2.68352 -2.86262 1.23384
O 0.12737 -3.53518 3.40695
O -2.11461 -1.46281 -4.42509
O 1.36757 4.01279 -3.89134
O -1.67505 -0.24308 -1.57725
O 1.16663 0.90554 -1.91360
O 1.87823 1.42173 3.26589
O -5.28623 -0.64505 -3.03488
O -1.77183 -3.58417 -2.64372
O 1.74198 -1.55953 4.82175
O 4.81137 1.32217 -0.92717
O 1.31397 4.69269 3.61586
H -3.38126 2.83424 -2.25699
H 1.56288 -2.58640 4.59751
H 0.88226 0.92167 -0.97422
H 2.08873 4.89649 3.36242
H -0.22337 0.02943 -0.33149
H -5.74063 0.34851 0.75648
H 5.28980 1.73683 -0.17488
H -5.12654 -1.56871 -3.37480
H -0.62906 1.14636 0.52821
H 0.48816 3.99449 -3.43552
H 3.45880 0.65902 3.15568
H 2.71246 -2.77096 2.20844
H -6.14321 1.48375 1.62383
H 0.04684 -2.75844 0.17763
H 1.61481 -0.01722 1.14639
H 1.63539 3.09085 -3.81500
H -0.39543 -2.79738 2.97059
H 1.38089 2.09857 2.68713
H -1.47838 -0.79997 -2.36663
H -2.01691 0.62462 -1.83313
H 1.13602 4.26471 4.36867
H -2.71137 3.22315 -3.52653
H -1.74581 -2.72450 -2.24714
H 2.12906 0.78560 -1.67360
H 5.06467 0.97980 3.15300
H 1.82472 -2.90859 1.04165
H -1.96896 -1.18467 -5.34935
H -5.41323 0.12621 -3.47853
H 2.39840 -1.39388 0.56268
H 0.20667 -3.97188 2.56307
H 1.15975 -1.22994 5.42815
H 1.64002 0.59374 2.99687
H -1.27884 -3.58042 -0.49582
H 3.94775 0.95404 -0.57753
H -2.20416 -0.80029 -3.71414
H -1.94132 -3.58618 -3.49274
*
```

2.
The following is a DFT calculation (wB97M-V/def2-TZVPD) of a cluster of 18 separate species, H36O18 in total.

orbital gap: 10.1 eV
molar mass: 324.27 g/mol
LUMO energy: -0.17 eV

The geometry in ORCA input format:
```
! wB97M-V def2-TZVPD RIJCOSX def2/J DEFGRID3
* xyz 0 1
O 0.27716 -1.69869 2.32465
O -2.90962 -3.50723 0.42669
O -0.82279 -1.94961 4.65843
O -3.25283 3.30604 -0.09136
O 2.41748 2.06923 1.37367
O -0.00227 -3.46260 -2.15856
O -2.35017 0.89885 2.90790
O 5.14165 -1.83726 0.36230
O 1.60639 0.57087 -4.90948
O 0.78235 -1.34166 -3.13713
O -0.51943 3.12531 -2.07793
O 1.74432 3.07081 4.20915
O -4.78746 0.41407 -0.39940
O -1.43288 0.29104 0.10604
O 4.62308 3.05294 -0.36873
O 2.12109 0.93921 -1.82394
O -3.95282 -1.82031 -1.56266
O 1.53088 -2.14372 -0.04563
H -3.02857 3.90798 0.70381
H 0.92963 0.29922 -4.31319
H -0.86663 3.53209 -1.30050
H -2.33859 1.44334 3.66027
H 2.49318 -2.37648 -0.19062
H 1.42307 1.52023 -2.07438
H 5.79236 -1.50790 0.99391
H 0.32482 -1.18745 1.45376
H -1.48341 0.58405 0.93429
H -2.93058 -3.55430 1.29446
H 5.35775 -2.27412 -0.45790
H -0.72488 -3.11294 -1.76535
H 1.24465 -1.96876 -3.74168
H 1.80659 1.56407 0.87469
H 1.22241 -2.92140 0.36463
H 0.92012 -2.42939 2.18207
H 4.19841 2.62242 0.37232
H 1.44446 -0.57738 -3.02590
H 0.87748 3.31112 3.98524
H 5.45450 2.44438 -0.57341
H -1.05816 3.65117 -2.57243
H -3.25060 2.38862 0.36121
H -0.13081 -2.31185 4.30698
H 1.53230 2.63020 4.95710
H -1.08909 -0.56408 0.32238
H -3.36932 -3.27863 -0.32037
H -5.52389 0.59678 -1.06162
H 1.47115 1.41911 -5.33048
H 2.81805 1.46168 -2.16297
H -3.30210 -1.36016 -1.98163
H 2.03889 1.82419 2.22563
H -3.03299 0.22303 3.12026
H -1.29976 -1.53691 3.78940
H -4.76350 -1.66644 -1.84905
H -4.01714 0.02099 -0.91758
H 0.64608 -2.79375 -2.05737
*
```

Q: Which of them is the most stable? A: 2.

1.
The following is a DFT calculation (wB97M-V/def2-TZVPD) of an isolated molecule of C3H8N2O2.

orbital gap: 10.3 eV
molar mass: 104.11 g/mol
SMILES string: NCC(=O)NCO
LUMO energy: 0.75 eV

The geometry in ORCA input format:
```
! wB97M-V def2-TZVPD RIJCOSX def2/J DEFGRID3
* xyz 0 1
O 0.89416 -1.08122 -1.65409
O -0.44468 0.15661 2.32358
N 0.60771 -1.14330 0.60418
N 0.03739 1.57011 -1.93473
C -0.57302 -0.94863 1.48442
C 0.56593 -0.50110 -0.65269
C 0.18455 0.97968 -0.62985
H 0.64547 1.16091 -2.63536
H 0.41103 0.57128 2.17629
H -0.90544 1.49676 -2.28370
H 0.62647 -2.14453 0.38916
H -0.78704 1.03648 -0.11928
H -1.47250 -0.87649 0.86317
H -0.66763 -1.84314 2.10042
H 0.87758 1.56658 -0.03151
*
```

2.
The following is a DFT calculation (wB97M-V/def2-TZVPD) of a cluster of 2 separate species, C3H8N2O2 in total.

orbital gap: 8.8 eV
molar mass: 104.11 g/mol
SMILES string: CC#CO.NON
LUMO energy: 0.57 eV

The geometry in ORCA input format:
```
! wB97M-V def2-TZVPD RIJCOSX def2/J DEFGRID3
* xyz 0 1
O 1.03982 -2.28165 0.14552
O -0.47626 -0.16107 -1.09917
N -0.85166 -1.01718 -2.14450
N -1.03156 1.17367 -0.99616
C 1.09886 -0.28149 1.66162
C 1.06743 -1.23036 0.92794
C 1.00420 0.97334 2.37440
H -0.82558 1.72354 -1.83009
H -0.57250 -0.62926 -3.04523
H -1.85759 -1.18586 -2.13614
H 0.55550 0.82214 3.35872
H 0.38046 1.66382 1.79023
H 0.51490 -2.06707 -0.64079
H 1.99588 1.40717 2.52060
H -2.04189 1.09023 -0.88695
*
```

Q: Which of them is the most stable? A: 1.

1.
The following is a DFT calculation (wB97M-V/def2-TZVPD) of a cluster of 2 separate species, C3H8N2O2 in total.

orbital gap: 10.6 eV
molar mass: 104.11 g/mol
SMILES string: O=C1NCCO1.N
LUMO energy: 0.85 eV

The geometry in ORCA input format:
```
! wB97M-V def2-TZVPD RIJCOSX def2/J DEFGRID3
* xyz 0 1
O 0.08673 2.07827 -0.59652
O -1.51560 0.79955 0.33137
N 2.34041 0.73473 0.47143
N -0.00740 -0.21418 -0.99104
C -0.98350 -1.23573 -0.65205
C -0.41225 0.99091 -0.44666
C -1.69516 -0.60161 0.54335
H -0.52499 -2.19998 -0.42479
H 2.08731 1.62835 0.05436
H 0.98875 -0.37664 -0.84951
H -1.22663 -0.88643 1.49471
H -2.76558 -0.80254 0.59120
H 1.95564 0.75703 1.41174
H 3.34894 0.69699 0.55319
H -1.67667 -1.36873 -1.49078
*
```

2.
The following is a DFT calculation (wB97M-V/def2-TZVPD) of a cluster of 3 separate species, C3H8N2O2 in total.

orbital gap: 9.7 eV
molar mass: 104.11 g/mol
SMILES string: c1c[nH]cn1.O.O
LUMO energy: 0.67 eV

The geometry in ORCA input format:
```
! wB97M-V def2-TZVPD RIJCOSX def2/J DEFGRID3
* xyz 0 1
O 0.86452 -5.03028 2.57444
O -1.74493 0.37498 5.20644
N 0.69995 0.74778 -1.55607
N -0.59447 1.88408 -2.99787
C 1.47727 1.64982 -2.30522
C 0.73910 2.24007 -3.25865
C -0.63037 1.00252 -1.90393
H 2.54499 1.70834 -2.19400
H -1.07532 0.98589 5.06549
H 0.89944 2.92724 -4.09567
H -1.29164 2.03083 -3.63554
H 1.18090 -5.47260 3.27874
H -1.44929 0.41667 -1.36872
H -0.15846 -4.99872 2.58311
H -1.46172 -0.46661 4.60746
*
```

Q: Which of them is the most stable? A: 1.